Record 1
Here is a cluster of 2 separate species, C16H26BrF5N4O2PS in total in a non-equilibrium geometry from the Open Molecules 2025 dataset. Energies are from wB97M-V/def2-TZVPD.

Structure (XYZ):
```
56
Properties=species:S:1:pos:R:3
C 0.670 6.078 -1.894
C 1.295 4.626 -1.615
C 0.164 3.475 -1.669
Br 0.435 2.529 -3.416
C 0.278 2.496 -0.485
C 1.542 1.697 -0.274
P 3.106 1.767 -1.304
N 2.976 0.700 -2.474
C 1.603 0.733 0.857
S 3.070 -0.336 1.198
N 0.482 0.599 1.710
N 0.581 -0.336 2.744
C -0.663 1.350 1.542
O -1.651 1.113 2.507
N -2.341 -0.105 2.183
O -3.318 -0.087 2.806
C -0.846 2.335 0.458
C -2.201 3.070 0.474
F -3.206 2.085 0.502
F -2.529 3.909 -0.537
C -2.411 3.898 1.850
F -3.368 3.323 2.644
F -2.915 5.147 1.547
F -1.239 4.117 2.518
H 0.807 6.757 -1.018
H 1.233 6.543 -2.756
H -0.402 6.041 -2.215
H 1.996 4.447 -2.475
H 1.812 4.678 -0.623
H -0.789 4.019 -1.817
H 4.234 1.411 -0.502
H 3.385 3.036 -1.873
H 2.064 0.237 -2.452
H 4.111 0.501 1.521
H 0.043 -1.170 2.495
H 0.289 0.072 3.634
C 0.799 -6.658 -0.073
C 0.381 -5.492 0.813
C -1.079 -5.078 0.619
C -1.434 -4.573 -0.782
C -0.615 -3.379 -1.271
C -0.796 -2.133 -0.413
H 0.732 -6.406 -1.133
H 1.835 -6.936 0.133
H 0.173 -7.534 0.113
H 1.047 -4.640 0.640
H 0.521 -5.782 1.859
H -1.327 -4.307 1.358
H -1.724 -5.932 0.851
H -2.496 -4.303 -0.793
H -1.326 -5.389 -1.502
H -0.923 -3.144 -2.294
H 0.446 -3.638 -1.322
H -1.846 -1.832 -0.380
H -0.217 -1.300 -0.826
H -0.449 -2.300 0.612
```

Calculated values
- Electronic energy: -130809.0516 eV
- LUMO: -5.293 eV
- Charge: +1
- Multiplicity: 1
- HOMO: -11.515 eV

***

Record 2
Here is a cluster of 16 separate species, C34H85N6O16 in total in a non-equilibrium geometry from the Open Molecules 2025 dataset. Energies are from wB97M-V/def2-TZVPD.

Structure (XYZ):
```
141
Properties=species:S:1:pos:R:3
C -0.871 4.839 4.782
C -0.510 3.523 4.151
C -0.938 2.330 4.726
C -0.612 1.128 4.114
C 0.137 1.044 2.944
C 0.441 -0.320 2.362
C 0.169 -0.464 0.847
C 1.842 -0.825 2.735
C 0.563 2.248 2.377
O 1.295 2.132 1.203
C 1.946 3.279 0.752
N 2.602 2.948 -0.478
C 2.018 2.851 -1.671
N 2.705 2.579 -2.787
C 1.805 2.564 -3.746
C 1.988 2.308 -5.181
C 1.739 1.052 -5.700
C 1.917 0.869 -7.065
N 2.322 1.812 -7.913
C 2.529 3.019 -7.374
C 2.385 3.328 -6.030
N 0.588 2.812 -3.267
N 0.703 2.970 -1.917
C -0.491 3.195 -1.107
N -1.596 2.435 -1.728
C 0.241 3.463 2.973
H -1.950 4.882 4.901
H -0.606 5.659 4.120
H -0.411 4.965 5.755
H -1.537 2.299 5.621
H -0.980 0.222 4.574
H -0.263 -0.999 2.835
H -0.667 0.177 0.584
H 1.057 -0.193 0.285
H -0.099 -1.495 0.663
H 2.554 -0.686 1.925
H 1.791 -1.898 2.904
H 2.215 -0.371 3.646
H 1.271 4.116 0.578
H 2.695 3.601 1.474
H 3.585 2.738 -0.455
H 1.411 0.238 -5.073
H 1.722 -0.110 -7.465
H 2.832 3.809 -8.049
H 2.585 4.326 -5.679
H -0.254 2.836 -3.824
H -0.740 4.249 -1.174
H -0.331 2.875 -0.085
H -1.241 1.513 -1.977
H -2.263 2.232 -0.991
H 0.570 4.405 2.557
C -3.827 0.400 5.275
O -2.914 0.700 6.334
H -3.709 1.166 4.510
H -3.598 -0.578 4.840
H -4.856 0.410 5.634
H -3.010 0.019 7.007
C 6.436 3.393 -8.283
O 6.028 2.041 -8.093
H 7.483 3.386 -8.571
H 5.851 3.864 -9.078
H 6.325 3.962 -7.355
H 5.101 2.046 -7.845
C 0.960 2.192 -11.418
O 1.853 2.995 -10.659
H 0.927 2.597 -12.426
H 1.309 1.156 -11.467
H -0.050 2.215 -10.998
H 1.883 2.633 -9.765
C -1.232 -2.568 5.969
O -1.055 -1.585 6.987
H -1.508 -3.505 6.441
H -2.027 -2.278 5.278
H -0.302 -2.715 5.409
H -0.809 -0.755 6.560
C 3.394 -1.821 -3.109
O 2.123 -1.199 -2.903
H 3.385 -2.260 -4.103
H 4.204 -1.090 -3.051
H 3.564 -2.611 -2.375
H 2.128 -0.817 -2.020
C -3.497 -5.714 5.706
O -3.115 -4.794 4.686
H -3.338 -5.226 6.664
H -4.553 -5.982 5.619
H -2.890 -6.622 5.666
H -3.258 -5.222 3.837
C -1.480 -1.927 -2.080
O -1.748 -2.556 -0.838
H -1.933 -0.936 -2.055
H -0.402 -1.820 -2.245
H -1.913 -2.486 -2.914
H -1.341 -3.435 -0.862
C 1.203 -5.252 -0.734
O -0.005 -4.664 -0.232
H 1.124 -5.296 -1.817
H 2.068 -4.642 -0.464
H 1.337 -6.259 -0.347
H 0.058 -4.631 0.727
C 3.906 -8.525 -1.228
O 3.617 -7.285 -0.580
H 3.494 -8.471 -2.232
H 4.983 -8.690 -1.296
H 3.444 -9.361 -0.700
H 3.982 -7.331 0.308
C 0.410 1.070 8.598
O 0.467 0.862 7.187
H -0.566 1.488 8.827
H 0.527 0.126 9.136
H 1.183 1.772 8.920
H 1.329 0.487 6.987
C 4.726 6.100 2.042
O 3.774 6.295 3.083
H 5.231 7.046 1.877
H 5.466 5.348 2.327
H 4.231 5.798 1.111
H 3.325 5.462 3.251
C -7.768 -0.228 7.071
O -7.199 0.573 6.037
H -7.481 -1.259 6.884
H -7.393 0.073 8.053
H -8.858 -0.158 7.068
H -7.451 1.486 6.200
C -5.823 2.755 2.574
O -6.881 2.750 3.523
H -5.224 3.644 2.759
H -5.190 1.871 2.684
H -6.210 2.796 1.552
H -7.410 1.962 3.368
C -3.483 -6.482 -0.333
O -3.207 -5.417 0.571
H -3.657 -7.378 0.257
H -4.376 -6.273 -0.927
H -2.635 -6.658 -1.001
H -3.055 -4.623 0.051
C 0.252 -1.841 -9.446
O -0.045 -2.019 -8.060
H -0.199 -0.906 -9.770
H 1.333 -1.790 -9.601
H -0.160 -2.657 -10.043
H 0.357 -2.848 -7.787
```

Calculated values
- Electronic energy: -78324.6564 eV
- LUMO: -2.520 eV
- Charge: +1
- Multiplicity: 1
- HOMO: -10.634 eV

***

Record 3
Here is a structure of composition C3H11INNbO4PZn in a non-equilibrium geometry from the Open Molecules 2025 dataset. Energies are from wB97M-V/def2-TZVPD.

Structure (XYZ):
```
23
Properties=species:S:1:pos:R:3
C 2.996 -0.481 -0.342
C 1.537 -0.411 -0.088
O 0.914 -1.419 0.180
N 0.904 0.836 -0.129
C 0.718 1.304 -1.522
Nb -0.721 0.980 1.092
I 0.065 2.914 2.832
P -2.009 -0.745 -0.194
O -3.446 -0.321 -0.192
O -1.608 -1.249 -1.620
O -2.027 -2.059 0.823
H 3.478 -0.262 0.601
H 3.320 0.194 -1.116
H 3.235 -1.500 -0.584
H 0.578 0.498 -2.225
H 1.578 1.883 -1.829
H -0.126 1.974 -1.576
H -0.132 -0.333 2.236
H -2.405 0.766 2.042
H -1.628 2.267 0.147
H -0.791 -1.767 -1.592
H -1.132 -2.356 1.060
Zn -3.299 -0.713 1.995
```

Calculated values
- Electronic energy: -80318.6406 eV
- LUMO: -6.617 eV
- Charge: +1
- Multiplicity: 1
- HOMO: -12.643 eV

***

Record 4
Here is the ion C3H6ClO with charge +1 in a non-equilibrium geometry from the Open Molecules 2025 dataset. Energies are from wB97M-V/def2-TZVPD.

Structure (XYZ):
```
11
Properties=species:S:1:pos:R:3
C -0.517 1.405 0.075
C 0.956 -0.409 0.150
C -0.222 -1.230 -0.360
O 0.617 0.999 -0.362
Cl -1.561 -0.265 0.170
H -0.920 2.120 -0.699
H -0.750 1.818 1.101
H 1.985 -0.751 -0.069
H 0.866 -0.379 1.226
H -0.303 -2.110 0.252
H -0.151 -1.199 -1.483
```

Calculated values
- Electronic energy: -17768.3594 eV
- LUMO: -4.463 eV
- Charge: +1
- Multiplicity: 1
- Energy above the lowest of the compared OMol25 structures with the same formula, charge and spin: 0.00 kJ/mol
- HOMO: -16.443 eV

***

Record 5
Here is a structure of composition C52H66BeN2O4S from the Open Molecules 2025 dataset. Energies are from wB97M-V/def2-TZVPD.

Structure (XYZ):
```
126
Properties=species:S:1:pos:R:3
Be -1.932 0.453 0.345
C -1.792 2.287 -1.825
O -1.957 0.910 -1.454
C -1.258 0.056 -2.319
C 0.098 0.251 -2.600
C 1.190 0.784 -1.672
C 1.174 1.870 -0.614
C 2.157 2.852 -0.656
C 2.488 3.646 0.440
C 1.832 3.378 1.636
C 0.820 2.434 1.724
C 0.202 2.044 3.050
C 0.337 0.551 3.265
C 1.582 -0.056 3.352
C 1.727 -1.437 3.286
C 0.580 -2.204 3.087
C -0.684 -1.638 2.996
C -1.894 -2.473 2.641
C -1.964 -2.906 1.187
C -1.548 -4.181 0.816
C -1.645 -4.650 -0.488
C -2.218 -3.801 -1.431
C -2.640 -2.522 -1.112
C -3.166 -1.586 -2.183
C -1.962 -1.006 -2.878
C -1.399 -1.677 -3.958
C -0.142 -1.355 -4.439
C 0.596 -0.427 -3.713
C 0.478 -2.028 -5.661
C 1.733 -2.804 -5.240
C -0.487 -3.008 -6.327
C 0.863 -0.955 -6.686
C -2.466 -2.046 0.195
O -2.797 -0.782 0.474
C -1.146 -6.026 -0.924
C -0.066 -5.851 -2.003
C -2.310 -6.841 -1.502
C -0.536 -6.815 0.234
C -0.785 -0.260 3.157
O -2.027 0.334 3.080
C -2.657 0.487 4.333
C 3.086 -2.129 3.357
C 3.079 -3.160 4.493
C 4.226 -1.142 3.611
C 3.358 -2.842 2.025
C 0.440 1.715 0.575
O -0.527 0.829 0.684
C 3.606 4.682 0.317
C 3.768 5.507 1.596
C 4.937 3.972 0.035
C 3.296 5.648 -0.833
H -0.758 2.605 -1.720
H -2.121 2.402 -2.861
H -2.418 2.860 -1.155
H 1.481 -0.119 -1.118
H 2.042 0.999 -2.322
H 2.719 2.960 -1.579
H 2.099 3.917 2.536
H 0.688 2.613 3.847
H -0.863 2.289 3.058
H 2.454 0.584 3.410
H 0.668 -3.277 2.961
H -1.896 -3.378 3.255
H -2.795 -1.907 2.876
H -1.150 -4.823 1.593
H -2.328 -4.137 -2.456
H -3.774 -2.149 -2.894
H -3.780 -0.807 -1.735
H -1.967 -2.485 -4.398
H 1.636 -0.262 -3.969
H 1.485 -3.580 -4.513
H 2.189 -3.282 -6.110
H 2.480 -2.151 -4.789
H -0.725 -3.847 -5.672
H -1.421 -2.524 -6.616
H -0.029 -3.415 -7.230
H 1.617 -0.276 -6.286
H 1.271 -1.420 -7.586
H -0.005 -0.359 -6.971
H -0.457 -5.327 -2.875
H 0.773 -5.272 -1.615
H 0.307 -6.823 -2.332
H -2.723 -6.370 -2.394
H -1.973 -7.843 -1.778
H -3.115 -6.937 -0.772
H 0.310 -6.287 0.677
H -1.269 -7.008 1.019
H -0.176 -7.779 -0.129
H -2.073 1.140 4.993
H -3.631 0.935 4.138
H -2.794 -0.481 4.829
H 2.818 -2.691 5.443
H 2.360 -3.957 4.306
H 4.066 -3.617 4.595
H 4.083 -0.594 4.544
H 5.170 -1.685 3.682
H 4.319 -0.418 2.801
H 2.578 -3.567 1.792
H 3.400 -2.123 1.206
H 4.312 -3.374 2.066
H 4.052 4.884 2.445
H 4.554 6.250 1.455
H 2.848 6.035 1.853
H 5.173 3.268 0.834
H 4.901 3.414 -0.901
H 5.750 4.698 -0.036
H 2.360 6.179 -0.648
H 4.094 6.387 -0.936
H 3.200 5.126 -1.785
C -5.435 6.389 2.398
C -4.266 5.609 1.900
C -3.032 6.124 1.627
C -2.032 5.230 1.168
N -2.251 3.953 0.976
C -3.474 3.430 1.221
S -3.838 1.823 0.990
N -4.448 4.282 1.709
C -0.643 5.705 0.878
H -5.161 7.429 2.554
H -5.795 5.976 3.342
H -6.254 6.347 1.678
H -2.830 7.175 1.764
H -5.346 3.856 1.897
H -0.526 6.773 1.054
H -0.393 5.477 -0.158
H 0.061 5.151 1.502
```

Calculated values
- Electronic energy: -77407.7134 eV
- LUMO: -0.319 eV
- Charge: 0
- Multiplicity: 1
- HOMO: -7.140 eV